Entry 1:
Formula: C34H61ClN8OP
Source: the Open Molecules 2025 dataset
Level of theory: ωB97M-V with the def2-TZVPD basis set

Summary:
DFT total energy ... -2646.6064 hartree
Kohn-Sham gap ... 9.2205 eV
Lowest unoccupied orbital energy ... -3.45 eV
Max |F| ... 2.836 eV/A
Net charge ... +1
Multiplicity ... 1

Each line ends with the Löwdin charge.
CARTESIAN COORDINATES (ANGSTROEM)
H -2.01463 4.09913 6.62053  0.068
H 4.74805 -5.06485 -2.81328  0.030
H 4.87691 -8.87715 2.45569  0.107
N 8.84476 -5.13142 -3.25730  0.137
C -4.61952 6.22271 -2.26491  -0.176
H -3.60094 5.76233 3.55279  0.114
H 6.23421 -8.87954 -4.97489  0.073
N 4.67848 -6.16681 -4.89025  0.163
H -9.10423 8.25764 7.00033  0.079
H 2.75998 5.77054 -1.64409  0.072
H 4.02588 -9.41902 0.16819  0.112
H -3.60583 6.13883 -2.66409  0.111
C 2.45192 4.30274 -3.22383  -0.269
H 3.00013 -10.54138 2.29582  0.075
H 5.14274 -10.27574 -4.97947  0.081
H 5.83168 -8.57421 -2.52724  0.110
H 2.28893 3.47711 -2.52456  0.105
H -6.63576 5.65527 -2.79694  0.113
C 5.00680 -9.76641 0.50225  -0.196
C 5.11578 -9.14619 -3.12542  -0.271
C -7.20728 8.50126 5.97115  -0.266
C 5.28568 -11.10099 -0.10959  -0.233
C 1.10460 4.81291 -3.74297  -0.180
H -2.73955 -2.12903 -2.29119  0.019
H 4.05792 -10.85704 3.67792  0.074
H -0.16093 -0.94102 -1.70240  0.109
H 6.53395 -2.69758 -2.05898  0.112
H 6.65887 -10.32709 -4.07075  0.080
H -6.05695 3.61315 -4.08140  0.074
C -3.42451 5.47602 5.69318  -0.276
H 0.09525 2.54489 0.70985  0.077
C -0.63118 3.09542 0.10308  -0.116
C -5.62426 5.53777 -3.19540  -0.264
H -3.17958 4.80603 7.73323  0.076
C -5.33595 4.05297 -3.38971  -0.114
H -0.62144 2.67900 -0.90894  0.059
H -3.97863 4.12135 4.09189  0.117
C 4.34042 -7.08937 -4.26791  -0.203
C -3.31368 4.97372 4.25167  -0.181
H -4.85697 7.28378 -2.16715  0.119
H 0.56203 4.00741 -4.24227  0.113
H 6.13767 -5.14381 -1.72204  0.075
H -8.40797 7.20459 4.70928  0.120
N 5.50365 -12.14416 -0.57561  0.150
H -4.33399 3.89833 -3.79978  0.075
H -3.53124 1.61359 1.35269  0.124
H -3.69456 3.53230 6.62010  0.075
C 4.01157 -10.83786 2.58751  -0.111
C 5.04843 -9.86902 2.02920  -0.268
H 6.04371 -10.18842 2.34966  0.115
H 7.19796 -2.69138 -4.46202  0.114
H -2.71167 3.60608 0.09869  0.077
H 3.42375 -7.91646 -2.55371  0.109
Cl 2.41528 -2.55580 -1.07125  0.705
H 6.22231 -4.13672 -4.75353  0.086
H 3.46290 6.22459 -3.20551  0.081
C -2.53972 1.60457 0.89415  -0.159
H -5.60269 6.03599 -4.16768  0.111
C 5.94167 -3.25630 -2.78971  -0.265
H 5.12655 -2.60083 -3.11034  0.096
H -2.81650 -2.00441 0.04214  0.016
C 0.66584 -2.98283 -1.15286  -0.802
C 0.27754 5.32157 -2.61204  -0.204
N -0.80802 4.23327 3.73222  0.144
H -1.87200 1.02988 1.54226  0.119
C 5.82527 -9.68593 -4.36184  -0.097
O 0.36279 -4.14338 -1.29524  0.012
C -8.04242 8.36047 7.23929  -0.109
P -2.07977 -2.49201 -1.07929  1.059
C -7.36584 7.31311 5.01809  -0.177
C 6.80861 -3.60247 -4.00298  -0.189
H 1.25175 5.61928 -4.46492  0.121
C -6.92684 6.05541 5.68672  -0.210
C -3.05617 4.41396 6.72216  -0.109
H -1.98699 3.51844 1.69796  0.065
C 3.90747 -8.26903 -3.46778  -0.170
H -2.77613 6.34653 5.83252  0.115
H 4.78263 -9.98601 -2.51083  0.085
H -0.19042 -1.37982 0.03973  0.114
C -2.02148 3.03486 0.72314  -0.256
C 5.35447 -4.49100 -2.11502  -0.130
H -5.41084 3.50259 -2.44881  0.065
H -4.44838 5.80504 5.87473  0.050
H 3.17174 -8.83677 -4.04198  0.121
H -6.76170 7.46482 4.12096  0.114
H -7.50151 9.41519 5.44917  0.110
N -4.68877 5.10251 0.13936  0.141
C 3.27009 5.38685 -2.53041  -0.107
C 7.95326 -4.45956 -3.58427  -0.223
H -7.92145 9.24063 7.87329  0.075
N -2.69902 0.40270 -1.46965  0.114
H 4.23163 4.98672 -2.20378  0.075
H 5.75514 -9.05220 0.15227  0.111
C -2.62913 0.92638 -0.42933  -0.202
N -6.58409 5.07696 6.21549  0.159
N -0.36011 5.71862 -1.72351  0.153
H 4.18482 -11.85755 2.23706  0.073
H -6.15509 8.61413 6.24782  0.110
H -0.29843 4.12902 0.03084  0.042
C -4.65837 5.59505 -0.91425  -0.205
H 3.02653 3.90361 -4.06354  0.109
H 4.72104 -4.20136 -1.27270  0.028
C -1.91306 4.55727 3.95617  -0.220
C -0.34965 -1.79574 -1.00124  -0.325
H -7.73723 7.49209 7.82738  0.071
H -2.13802 -3.91327 -0.99724  0.020

Entry 2:
Formula: C34H62Br2F3N8O4
Source: the Open Molecules 2025 dataset
Level of theory: ωB97M-V with the def2-TZVPD basis set

Summary:
DFT total energy ... -7518.7059 hartree
Kohn-Sham gap ... 6.2733 eV
Lowest unoccupied orbital energy ... -4.30 eV
Max |F| ... 5.289 eV/A
Net charge ... +1
Multiplicity ... 1

Each line ends with the Löwdin charge.
CARTESIAN COORDINATES (ANGSTROEM)
N 8.27861 -4.40777 -3.56901  0.037
H -4.30067 -5.71934 0.69833  0.072
O -4.65889 -2.03311 -2.27617  -0.211
H 3.29501 2.24566 2.91073  0.082
C -2.41589 -5.34068 1.37220  -0.427
H -0.00867 1.08068 -3.75014  0.153
H -6.38269 -3.11959 -2.75609  0.094
F 0.22931 -0.99486 -2.30166  -0.137
C 1.21468 3.49045 -1.26707  -0.084
H 0.11277 6.03371 5.51661  0.090
C 6.12254 -5.31454 -2.88402  -0.073
C -0.78977 5.23518 1.78345  -0.114
C -1.40340 5.50670 4.28589  -0.396
H 3.57631 3.10675 -1.37809  0.111
H -1.77621 5.09923 -0.79516  0.146
C 2.47268 -0.01752 -2.45981  -0.696
H -1.65824 -2.50612 3.07977  0.092
H 0.33090 3.54980 -3.31031  0.130
N 4.30154 4.17308 3.94863  0.059
H -2.92967 -2.91987 -2.81174  0.115
C 7.74386 -4.36723 -1.13551  -0.200
C -4.98397 -2.05046 -5.47251  -0.069
H -2.06514 -5.44750 3.53295  0.065
C -6.06826 -2.13226 -2.40687  -0.103
H 4.11627 4.13196 1.02558  0.112
F 2.68506 0.26133 -3.83546  0.000
H 4.56782 5.15597 4.10477  0.084
Br 2.84917 -1.98647 -2.24772  0.831
H -0.78837 2.24431 1.38372  0.050
H -2.34801 0.40667 2.42677  0.099
H -0.81156 1.54909 -2.09931  0.114
H -1.99316 3.74603 3.04221  0.124
H -2.90254 -3.50071 3.90757  0.081
C -1.57248 -5.69998 2.59198  -0.071
C 2.79485 4.05968 3.87877  -0.602
H 5.72963 -2.55436 -2.13824  0.028
H -4.23935 -5.30398 2.24454  0.071
C -1.29738 4.06436 -0.99702  -0.114
H 2.85117 3.47029 5.83837  0.093
H -0.60567 -5.18893 2.56377  0.077
H -1.43869 -3.39729 1.05970  0.117
C 3.04235 4.10716 0.63416  0.058
H 7.96860 -3.43481 -3.55300  0.070
H -6.51236 -1.95620 -1.42382  0.082
C -3.92270 -2.76842 -3.24950  -0.202
C 7.57929 -5.10397 -2.48130  -0.429
H 1.30952 3.83098 5.24350  0.048
H 9.26741 -4.34668 -3.33327  0.074
H -4.35344 -3.76666 -3.39166  0.121
N -0.79757 5.54401 5.63335  0.097
H -5.41209 -3.05544 -5.52412  0.082
N -3.31508 -0.63950 -4.39082  0.039
H 4.73264 3.83640 3.07480  0.058
H -5.75832 -1.36694 -5.11894  0.064
H -1.79009 5.40141 1.26505  0.121
C -1.80570 2.08202 0.90027  -0.090
C -2.22229 2.94428 -0.33410  -0.163
H -0.41429 6.27513 2.12807  0.134
H -3.97550 -0.21569 -3.73676  0.065
H 7.12378 -4.81722 -0.35086  0.118
C 2.70560 3.50978 -0.76691  0.036
O 7.52720 -2.96058 -1.20773  -0.191
H 2.98922 6.02193 2.81052  0.132
C -3.73774 -2.03240 -4.59240  -0.425
H -2.43592 -0.63868 -3.87611  0.053
H 5.58399 -3.22251 -0.47826  0.087
H 5.53568 -5.69786 -2.04411  0.078
C -5.07495 -0.40252 1.67316  -0.077
N -3.76792 -5.88595 1.55020  0.041
H -6.43819 -1.35414 -3.07780  0.075
H -1.35345 3.91959 -2.13079  0.128
O -2.23235 6.39211 3.92257  0.040
N 2.47937 2.67468 3.39724  0.054
H -0.13236 3.76316 3.46211  0.095
C -1.04242 4.39415 3.14830  -0.098
C 0.18513 1.41802 -2.65951  -0.133
H 6.05583 -6.04515 -3.69558  0.079
C -4.59266 1.53637 -0.29313  -0.003
H -1.95956 -5.83554 0.50793  0.136
H 2.33966 2.07141 4.22319  0.081
H -2.94692 -2.55267 -5.14367  0.137
H -4.74937 -0.60811 2.76362  0.075
H 5.64873 -4.39817 -3.24223  0.059
F 3.46441 0.62617 -1.62949  -0.079
C -2.72814 -2.71632 3.16866  -0.106
C 0.36019 4.62742 0.85110  -0.023
H -3.22886 -1.81323 3.52553  0.060
H -4.73180 -1.74503 -6.49231  0.079
C -4.16190 0.70038 0.96827  -0.173
H 1.97548 2.74207 -3.30737  0.135
Br 0.97832 0.27726 0.03248  0.828
C 2.15519 5.22600 2.91939  -0.066
N 2.29738 4.15353 5.28847  0.058
H -4.97655 -1.38793 1.09824  0.082
H -6.15292 -0.00214 1.71517  0.093
C -3.65455 2.63346 -0.91840  -0.010
C 0.96277 0.21236 -1.94946  -0.704
C 1.81495 4.65309 1.45628  -0.050
H 8.02859 -6.09644 -2.36711  0.136
H 1.27295 5.73445 3.43372  0.092
N 0.11990 4.05252 -0.47753  0.014
C 0.98997 2.80660 -2.71197  -0.113
H -2.85182 -3.69505 0.06191  0.116
C -2.73088 1.00303 1.52141  -0.014
H -0.63408 4.55932 5.89146  0.073
H 8.78396 -4.48618 -0.81350  0.122
C 6.16628 -2.57259 -1.13823  -0.148
C -2.44750 -3.82753 1.07157  -0.190
O -3.30770 -3.07745 1.92619  -0.211
H 6.12518 -1.55399 -0.74369  0.084
H -5.63318 1.29490 -0.71901  0.104
H -1.37778 -6.77621 2.61393  0.080
H -4.04211 3.22239 -1.82168  0.099